1.
The following is a DFT calculation (wB97M-V/def2-TZVPD) of a single C5H8O2 molecule at a distorted geometry.

Structure (XYZ):
```
15
Properties=species:S:1:pos:R:3:lowdin_charge:R:1
C 0.17 1.47 0.97 -0.029
C 0.11 0.59 -0.28 -0.663
O 0.44 1.37 -1.42 -0.032
C 0.99 -0.65 -0.21 0.139
O -0.09 -2.03 -0.15 -0.028
C -1.25 0.00 -0.48 -0.022
C -1.31 -1.30 -0.38 -0.185
H 1.10 2.05 1.04 0.087
H 0.05 0.87 1.88 0.083
H -0.67 2.17 0.92 0.084
H -0.43 1.57 -1.80 0.092
H 1.60 -0.78 0.69 0.119
H 1.55 -0.84 -1.13 0.127
H -0.09 -2.51 0.70 0.147
H -2.12 -1.98 -0.46 0.082
```

Summary:
HOMO energy (eV): -7.61
Electronic energy (Eh): -345.611310
Energy above the lowest of the compared OMol25 structures with the same formula, charge and spin (eV): 5.269

---

2.
The following is a DFT calculation (wB97M-V/def2-TZVPD) of C50H45BBrCl5F3N5O5SY as an isolated structure.

Structure (XYZ):
```
117
Properties=species:S:1:pos:R:3:lowdin_charge:R:1
Y 1.27 0.19 -0.51 1.536
Br -1.97 -2.17 6.12 0.737
C -0.95 -2.03 4.53 -0.688
C -0.76 -0.79 3.93 -0.106
C 0.02 -0.70 2.79 -0.015
C 0.63 -1.83 2.22 -0.281
C 0.37 -3.07 2.82 -0.029
C -0.40 -3.17 3.97 -0.133
N 1.40 -1.66 1.08 -0.056
C 2.21 -2.65 0.67 -0.177
C 3.02 -2.52 -0.47 -0.355
C 3.93 -3.54 -0.84 -0.039
C 4.82 -3.31 -1.85 -0.083
C 4.79 -2.07 -2.53 -0.080
C 3.84 -1.16 -2.17 -0.182
N 2.96 -1.36 -1.18 -0.034
H -1.21 0.10 4.34 0.112
H 0.16 0.27 2.33 0.071
H 0.76 -3.99 2.40 0.104
H -0.59 -4.13 4.42 0.101
H 2.32 -3.57 1.25 0.108
H 3.94 -4.47 -0.29 0.109
H 5.54 -4.07 -2.13 0.100
H 5.48 -1.85 -3.34 0.097
H 3.73 -0.22 -2.69 0.088
C -1.66 1.13 -3.82 -0.040
C -1.33 -0.31 -4.08 -0.204
C -2.28 -1.15 -4.66 -0.053
C -1.96 -2.44 -5.03 -0.097
C -0.67 -2.90 -4.85 -0.068
C 0.30 -2.10 -4.25 -0.253
C 1.69 -2.63 -4.07 -0.043
C -0.05 -0.81 -3.81 -0.250
N 0.89 0.02 -3.11 0.047
C 1.55 0.91 -3.84 -0.326
C 1.50 0.93 -5.35 -0.023
C 2.32 1.91 -3.19 -0.321
C 3.02 2.94 -4.04 -0.029
N 2.38 1.92 -1.84 -0.003
C 2.92 3.10 -1.25 -0.258
C 2.08 4.21 -1.06 -0.237
C 0.69 4.21 -1.64 -0.053
C 2.56 5.31 -0.36 -0.062
C 3.85 5.34 0.13 -0.095
C 4.70 4.27 -0.12 -0.053
C 4.26 3.16 -0.83 -0.220
C 5.22 2.06 -1.18 -0.027
H -2.72 1.26 -3.64 0.079
H -1.38 1.74 -4.69 0.088
H -1.11 1.51 -2.97 0.041
H -3.28 -0.76 -4.82 0.108
H -2.72 -3.08 -5.47 0.092
H -0.39 -3.90 -5.16 0.102
H 1.84 -3.52 -4.69 0.078
H 1.88 -2.90 -3.03 0.053
H 2.44 -1.89 -4.35 0.069
H 0.91 0.11 -5.74 0.080
H 2.50 0.87 -5.77 0.080
H 1.06 1.86 -5.71 0.082
H 3.71 2.47 -4.75 0.080
H 3.59 3.64 -3.44 0.079
H 2.30 3.51 -4.64 0.082
H 0.21 3.24 -1.53 0.040
H 0.71 4.44 -2.71 0.087
H 0.07 4.96 -1.15 0.077
H 1.89 6.15 -0.18 0.110
H 4.20 6.19 0.71 0.100
H 5.73 4.30 0.22 0.112
H 6.24 2.43 -1.14 0.081
H 5.03 1.69 -2.19 0.066
H 5.14 1.20 -0.52 0.033
Cl 4.52 -0.45 1.42 0.718
C 3.74 1.06 1.87 -0.672
C 2.49 1.38 1.36 -0.246
C 1.97 2.55 1.90 -0.681
Cl 0.33 2.99 1.48 0.769
C 2.64 3.40 2.78 -0.711
Cl 1.91 4.86 3.36 0.665
C 3.92 3.07 3.18 -0.719
Cl 4.81 4.12 4.22 0.653
C 4.48 1.87 2.74 -0.711
Cl 6.07 1.44 3.26 0.644
N -0.12 -2.59 -1.42 0.242
C -0.95 -2.72 -0.64 0.054
F -2.40 3.15 -1.80 0.119
C -2.75 2.86 -0.55 -0.656
F -2.16 3.73 0.27 0.084
F -4.08 3.03 -0.43 0.126
S -2.37 1.11 -0.09 0.491
O -2.51 1.12 1.34 -0.290
O -3.30 0.35 -0.88 -0.262
O -0.96 0.89 -0.54 -0.468
C -5.30 -0.26 5.31 -0.053
C -6.07 -1.31 4.50 -0.557
C -7.09 -0.60 3.60 -0.046
C -6.83 -2.20 5.48 -0.074
C -5.11 -2.11 3.62 -0.164
C -5.04 -3.51 3.66 -0.026
C -4.20 -4.25 2.83 0.024
C -3.41 -3.54 1.97 -0.174
O -2.49 -4.00 1.03 0.214
B -2.01 -2.83 0.48 -0.594
O -2.57 -1.70 0.99 0.189
C -3.46 -2.16 1.93 -0.156
C -4.28 -1.42 2.73 0.078
H -5.99 0.33 5.92 0.085
H -4.76 0.43 4.66 0.082
H -4.57 -0.73 5.97 0.039
H -7.79 -0.01 4.20 0.082
H -7.66 -1.32 3.01 0.089
H -6.59 0.09 2.90 0.083
H -7.51 -1.58 6.08 0.083
H -6.16 -2.71 6.17 0.088
H -7.45 -2.94 4.97 0.082
H -5.67 -4.05 4.36 0.097
H -4.17 -5.33 2.88 0.120
H -4.27 -0.33 2.65 0.125
```

Summary:
HOMO energy (spin up / spin down) (eV): -4.07 / -3.73
Electronic energy (Eh): -8218.651602
Total charge: -1

---

> Look up the electronic energy of the second one.

-8218.651602 Eh